A | Density functional theory data (the ωB97M-V functional and the def2-TZVPD basis) for a single C5H11NO2 molecule.

Charge = 0
Spin multiplicity = 1
Structure (SMILES) = CCC(=O)N(O)CC
HOMO level = -0.3482 Eh
Lowest unoccupied orbital energy = 0.6183 eV

Geometry (Å):
C 1.49 1.67 -0.19
C 0.06 1.81 -0.70
C -0.88 0.72 -0.17
O -1.89 1.03 0.44
N -0.75 -0.47 -0.83
O 0.39 -0.80 -1.55
C -1.03 -1.47 0.35
C -0.07 -1.72 1.50
H 1.97 0.76 -0.55
H 2.10 2.50 -0.56
H 1.52 1.69 0.90
H 0.05 1.79 -1.79
H -0.36 2.76 -0.37
H 0.08 -1.25 -2.35
H -1.12 -2.40 -0.22
H -2.04 -1.25 0.70
H -0.08 -0.89 2.20
H -0.39 -2.61 2.05
H 0.94 -1.88 1.13


B | Density functional theory data (the ωB97M-V functional and the def2-TZVPD basis) for 2 unconnected molecules or ions with the total composition C5H11NO2.

Charge = 0
Spin multiplicity = 1
Structure (SMILES) = [H]/N=C\C(C)=O.CCO
HOMO level = -0.3344 Eh
Lowest unoccupied orbital energy = 0.7077 eV

Geometry (Å):
H -0.52 1.25 -1.42
N -0.94 0.33 -1.25
C -0.05 -0.60 -1.07
C 1.35 -0.57 -1.65
C 2.07 0.75 -1.57
O 1.85 -1.57 -2.11
H -0.44 -1.62 -1.00
H 1.93 1.18 -0.58
H 1.67 1.44 -2.31
H 3.13 0.60 -1.76
C -2.02 -0.42 1.75
C -0.82 0.47 1.64
O 0.46 -0.28 0.92
H -2.74 0.03 2.42
H -1.75 -1.40 2.15
H -2.48 -0.57 0.78
H -1.00 1.39 1.08
H -0.36 0.69 2.60
H 0.65 -1.12 1.37


It is A that is the most stable of them.